[1]
ORCA calculation (ωB97M-V/def2-TZVPD) on a cluster of 2 separate species, CH4O4 in total at a distorted geometry.

Properties
Total charge: 0
ΔE to the lowest compared entry with this formula, charge and spin: 343.4 kJ/mol
Orbital gap: 11.53 eV
Structure (SMILES): O=CO.OO
E_LUMO: 0.73 eV
E: -9288.727 eV

```
9
Properties=species:S:1:pos:R:3:forces:R:3:lowdin_charge:R:1
O -0.662342 1.592683 0.001295 -0.48 0.82 0.21 0.06
C -1.313815 0.938305 0.772674 2.50 -2.51 -1.91 -0.36
O -0.986747 -0.336820 1.037531 1.12 -0.55 -0.62 0.06
H -2.246666 1.057434 1.206495 -1.91 1.46 1.10 0.12
H -0.202454 -0.614695 0.454169 -1.14 0.54 1.15 0.11
O 0.843818 -0.715107 -1.409681 -0.14 2.09 1.23 -0.11
O 1.837677 -0.680995 -0.270239 -1.79 1.19 -0.87 -0.07
H 0.405089 0.233324 -1.337840 1.51 -2.24 0.13 0.12
H 2.325440 -1.474128 -0.454404 0.33 -0.81 -0.42 0.07
```
Positions in Å, forces in eV/Å.

[2]
ORCA calculation (ωB97M-V/def2-TZVPD) on an isolated molecule of C4H8O.

Properties
Total charge: 0
ΔE to the lowest compared entry with this formula, charge and spin: 121.1 kJ/mol
Orbital gap: 11.35 eV
Structure (SMILES): CC[C@H]1CO1
E_LUMO: 1.14 eV
E: -6323.913 eV

```
13
Properties=species:S:1:pos:R:3:forces:R:3:lowdin_charge:R:1
C 0.488011 -0.026913 -1.522280 0.02 -0.05 -0.06 -0.11
C 0.039721 0.885956 -0.379074 0.00 0.06 0.05 -0.21
C -0.727348 0.147966 0.697937 -0.06 -0.01 -0.25 -0.32
C -0.086323 -0.898370 1.495219 0.09 -0.27 -0.05 -0.13
O -0.340861 0.385848 2.045634 -0.03 0.15 0.19 -0.05
H 0.836035 0.560034 -2.378169 -0.03 -0.10 0.12 0.07
H 1.312155 -0.675310 -1.203847 -0.17 0.07 -0.05 0.07
H -0.327802 -0.672283 -1.868210 0.09 0.13 0.04 0.08
H -0.580399 1.700753 -0.771467 0.08 -0.11 0.09 0.11
H 0.910127 1.350252 0.098878 -0.10 -0.06 -0.08 0.12
H -1.809371 0.086221 0.560920 0.17 -0.03 0.01 0.14
H -0.677154 -1.712629 1.914494 0.08 0.14 -0.07 0.11
H 0.963209 -1.131523 1.309963 -0.15 0.08 0.08 0.11
```
Positions in Å, forces in eV/Å.

[3]
ORCA calculation (ωB97M-V/def2-TZVPD) on a cluster of 2 separate species, C3H9N2P in total at a distorted geometry.

Properties
Total charge: 0
ΔE to the lowest compared entry with this formula, charge and spin: 304.7 kJ/mol
Orbital gap (spin up / spin down): 8.67 / 7.47 eV
E_LUMO (spin up / spin down): -0.27 / -0.07 eV
E: -15522.244 eV

```
15
Properties=species:S:1:pos:R:3:forces:R:3:lowdin_charge:R:1
C -2.942667 0.695726 -0.535871 -0.98 0.13 -0.43 -0.24
C 1.069065 0.584956 1.579018 -1.33 0.12 -1.06 -0.22
C 0.902074 -1.603354 -0.336672 1.86 0.00 -1.81 -0.27
N 1.133521 1.205710 -1.040157 -0.49 -0.66 0.56 -0.24
N -2.394717 -0.234512 0.052060 1.13 -0.67 0.70 0.01
P 0.392209 0.123495 -0.115331 -0.14 1.30 1.28 0.74
H -4.037262 0.809221 -0.501227 0.02 -0.11 0.16 0.06
H -2.451817 1.388822 -1.184042 0.65 0.71 -0.39 0.04
H 1.976329 1.088698 1.322269 0.83 -0.04 -0.07 0.01
H 0.486306 1.339380 2.135289 -0.10 -0.94 -0.04 0.04
H 1.219751 -0.402540 1.991956 0.05 0.24 0.96 0.02
H 0.148378 -2.383117 -0.391388 -0.15 0.25 0.08 0.03
H 1.464715 -1.517752 -1.321044 -1.00 -0.44 0.65 0.05
H 1.750344 -1.901328 0.289330 -0.44 0.10 0.49 0.04
H 1.283764 0.806599 -1.944195 0.10 0.01 -1.08 -0.06
```
Positions in Å, forces in eV/Å.

[4]
ORCA calculation (ωB97M-V/def2-TZVPD) on a structure of composition C2H5B3F12HgO at a distorted geometry.

Properties
Spin multiplicity: 2
Total charge: -1
Orbital gap (spin up / spin down): 11.75 / 8.53 eV
E_LUMO (spin up / spin down): 2.50 / -0.70 eV
E: -43032.731 eV

```
24
Properties=species:S:1:pos:R:3:forces:R:3:lowdin_charge:R:1
Hg -0.253252 0.720155 0.117352 1.21 1.21 -0.46 1.46
C 1.245594 -3.325439 0.242856 -1.79 -1.13 0.84 -0.10
C 1.728997 -2.292564 -0.690813 -0.57 0.75 -0.59 -0.30
O 1.140476 -1.004808 -0.520191 1.78 -2.06 -0.21 -0.02
H 1.850346 -4.232018 0.220601 0.41 0.21 0.04 0.08
H 0.251276 -3.696800 -0.005170 -0.28 0.34 0.23 0.08
H 1.258773 -2.878160 1.236773 -0.13 -0.34 0.15 0.09
H 1.629955 -2.552162 -1.744807 0.11 0.07 -0.14 0.13
H 2.771432 -2.440398 -0.408733 0.80 1.81 -0.51 0.14
B -2.897810 0.015028 -0.296243 -3.27 -2.20 -0.55 -1.47
F -3.346568 0.368626 -1.513302 -0.71 0.40 -1.20 0.20
F -2.496809 1.049212 0.423629 -0.56 3.65 2.51 0.19
F -3.730734 -0.916301 0.336910 -1.07 0.57 0.45 0.12
F -1.755343 -0.703808 -0.378613 3.49 -3.62 -1.57 0.10
B 0.054240 2.745739 -1.836688 0.36 0.91 -0.50 -1.48
F 0.508141 3.359971 -2.963290 0.01 0.27 -0.72 0.18
F -0.747569 1.666331 -2.039234 -2.51 -1.96 -1.66 0.14
F 1.067418 2.141951 -1.143633 4.00 -1.40 1.40 0.11
F -0.500979 3.534898 -0.917954 -1.70 2.40 0.95 0.20
B 0.488635 1.701059 2.425111 0.16 1.41 0.88 -1.34
F 0.542775 2.321255 3.645171 0.52 -0.37 0.23 0.17
F 1.701952 1.322977 1.846465 0.56 0.19 0.05 0.12
F -0.290208 0.558944 2.414358 -0.90 -2.12 1.08 0.11
F -0.220736 2.536310 1.549444 0.07 1.01 -0.69 0.10
```
Positions in Å, forces in eV/Å.

[5]
ORCA calculation (ωB97M-V/def2-TZVPD) on a cluster of 2 separate species, C4H12IN2O in total at a distorted geometry.

Properties
Spin multiplicity: 3
Total charge: +1
ΔE to the lowest compared entry with this formula, charge and spin: 142.9 kJ/mol
Orbital gap (spin up / spin down): 4.77 / 6.69 eV
E_LUMO (spin up / spin down): -2.84 / -7.46 eV
E: -17457.996 eV

```
20
Properties=species:S:1:pos:R:3:forces:R:3:lowdin_charge:R:1
C 2.670796 0.860497 -0.265341 0.44 -0.12 -2.62 -0.09
C -1.835931 -0.663184 -1.621522 1.11 2.41 -4.01 -0.07
C 1.773828 0.094530 0.627750 -0.41 -1.03 -2.03 -0.23
C -0.669120 0.584351 0.219018 0.44 -2.41 -0.95 -0.49
N -0.715542 -0.270982 -0.849703 1.25 0.91 2.65 0.03
N 0.482691 0.735331 0.866052 0.18 -1.12 -1.43 0.12
O -1.689287 1.271319 0.686401 -1.90 0.29 -2.19 0.07
I -2.080650 -1.639137 2.297558 3.36 5.26 -4.35 0.92
H 2.890338 1.899975 -0.096118 -0.37 0.40 0.56 0.09
H 3.615387 0.348243 -0.258258 0.65 -0.21 0.08 0.08
H 2.354515 0.753634 -1.321088 -0.01 0.38 0.34 0.09
H -1.978065 0.301664 -2.179499 -1.21 -1.09 -0.14 0.12
H -1.642086 -1.417694 -2.433908 0.41 0.65 1.19 0.13
H -2.672170 -0.960216 -1.117463 -2.10 -0.68 1.74 0.04
H 2.372880 -0.071898 1.454256 0.09 0.05 2.73 0.10
H 1.758556 -0.955421 0.212723 -0.90 0.93 0.29 0.14
H 0.172018 -0.633069 -1.105495 0.66 -0.33 -0.11 0.12
H -2.721252 -2.696314 3.138967 -3.48 -5.64 4.60 -0.51
H 0.413337 1.190487 1.711105 -0.30 1.42 2.02 0.13
H -2.500242 1.267883 0.034565 2.09 -0.07 1.64 0.20
```
Positions in Å, forces in eV/Å.

[6]
ORCA calculation (ωB97M-V/def2-TZVPD) on an isolated molecule of C4H7NO2 at a distorted geometry.

Properties
Total charge: 0
ΔE to the lowest compared entry with this formula, charge and spin: 747.1 kJ/mol
Orbital gap (spin up / spin down): 7.73 / 7.73 eV
Structure (SMILES): CN1[C@H]2[C@@H](O)[C@@]21O
E_LUMO (spin up / spin down): 0.35 / 0.35 eV
E: -9839.536 eV

```
14
Properties=species:S:1:pos:R:3:forces:R:3:lowdin_charge:R:1
C 2.068668 0.022855 0.085449 0.55 0.36 0.19 -0.10
N 0.777628 -0.419077 0.612639 -2.45 1.55 2.48 -0.05
C -0.146816 -0.793121 -0.471815 -0.57 -2.66 -3.98 -0.15
C -1.626586 -0.102250 -0.214613 2.04 -1.43 4.58 -0.14
O -2.447735 -0.731394 0.757687 -0.08 0.38 -0.63 -0.02
C -0.350412 0.476992 0.267955 1.04 2.48 -2.21 -0.31
O -0.032348 1.737632 -0.303782 0.05 -0.58 0.72 0.02
H 2.137691 -0.018271 -1.007718 -0.39 0.02 0.10 0.09
H 2.842322 -0.631888 0.498473 -0.28 -0.04 0.03 0.08
H 2.308676 1.039655 0.411119 -0.15 -0.08 -0.04 0.08
H -0.342594 -1.852023 -0.340878 -0.24 0.04 -0.97 0.13
H -2.114089 0.380693 -1.055073 0.29 -0.19 -0.03 0.15
H -2.860664 -1.534396 0.401643 0.26 0.39 -0.09 0.10
H -0.213741 2.424592 0.358915 -0.07 -0.24 -0.14 0.12
```
Positions in Å, forces in eV/Å.